No. 1
# C27H27BrN4O4Ti

A structure of composition C27H27BrN4O4Ti (ωB97M-V/def2-TZVPD, the Open Molecules 2025 dataset).

The geometry in ORCA input format:
```
! wB97M-V def2-TZVPD RIJCOSX def2/J DEFGRID3
* xyz -2 3
Ti 0.1810 0.1652 0.1961
O 2.6199 0.7181 3.7974
C 3.5207 1.5828 3.2533
C 4.3734 2.3022 4.0921
C 5.3174 3.1763 3.5837
C 5.4216 3.3341 2.2072
C 4.5709 2.6229 1.3786
C 3.6045 1.7393 1.8630
C 2.7140 1.0656 0.8951
O 1.7294 0.2971 1.3215
N 2.8686 1.2420 -0.3781
N 1.8386 0.5950 -1.0007
C 2.0133 0.2153 -2.2757
C 1.2426 -0.8288 -2.8396
C 1.3201 -1.1163 -4.2238
C 0.6215 -2.1584 -4.8092
C -0.1869 -2.9790 -4.0282
C -0.2753 -2.7382 -2.6532
C 0.4142 -1.6962 -2.0482
O 0.3056 -1.5383 -0.7269
H 2.5577 0.9023 4.7392
H 4.2799 2.1558 5.1644
H 5.9620 3.7280 4.2580
H 6.1471 4.0149 1.7793
H 4.6208 2.7488 0.3050
H 2.8299 0.6637 -2.8366
H 1.9492 -0.4795 -4.8396
H 0.7048 -2.3283 -5.8777
H -0.7453 -3.7941 -4.4744
H -0.8828 -3.3594 -2.0047
N -2.8431 -1.2640 -0.7715
C -3.0375 -2.0058 0.4018
C -4.0901 -2.9274 0.3772
C -4.4345 -3.6647 1.5002
C -3.7404 -3.4660 2.6700
C -2.6695 -2.5442 2.7355
C -1.9909 -2.3572 3.9634
C -0.9347 -1.4402 3.9897
C -0.5746 -0.7815 2.8480
N -1.1645 -0.9252 1.6183
C -2.2701 -1.8050 1.5729
H -3.0412 -1.8163 -1.5935
H -1.9153 -0.8815 -0.8640
H -4.6475 -3.0316 -0.5480
H -5.2505 -4.3789 1.4524
H -3.9939 -4.0128 3.5724
H -2.3039 -2.9183 4.8356
H -0.3686 -1.2383 4.8920
H 0.2610 -0.0977 2.8846
Br -0.3537 2.4849 1.5490
C -0.4256 2.9457 -2.1859
C -1.4304 1.8215 -1.9725
C -1.7379 1.0982 -3.2794
C -2.7174 2.3291 -1.3302
O -0.8572 0.8707 -1.0879
H -0.8610 3.7182 -2.8300
H 0.4792 2.5597 -2.6579
H -0.1587 3.3833 -1.2237
H -2.1699 1.8001 -4.0016
H -2.4616 0.3007 -3.1027
H -0.8349 0.6605 -3.7067
H -3.2424 3.0016 -2.0189
H -2.4939 2.8508 -0.4015
H -3.3632 1.4786 -1.1045
*
```

Results
* HOMO level (spin up / spin down): 0.80 / -1.74 eV
* gap between HOMO and LUMO (spin up / spin down): 0.1386 / 0.2318 Eh
* relative energy (zero: lowest compared OMol25 entry of this formula, charge and spin): 57.5 kcal/mol
* lowest unoccupied orbital energy (spin up / spin down): 4.570 / 4.564 eV

=====

No. 2
# C3H9NO3

A cluster of 2 separate species, C3H9NO3 in total (ωB97M-V/def2-TZVPD, the Open Molecules 2025 dataset).

The geometry in ORCA input format:
```
! wB97M-V def2-TZVPD RIJCOSX def2/J DEFGRID3
* xyz 0 1
C -0.7908 0.2436 0.6165
C -0.7474 -0.5617 -0.5460
C 1.8840 0.4899 -0.4165
N 0.8502 -0.3661 0.1292
O 1.3449 -1.4432 0.8962
O -0.8182 1.5800 0.4937
O -2.7952 -0.3703 -0.1339
H 1.4722 -2.1741 0.2718
H -0.9549 1.9872 1.3562
H -3.1964 0.3815 -0.5877
H -0.9783 -0.2117 1.5775
H -0.7419 -0.0976 -1.5197
H -0.9444 -1.6164 -0.4661
H 2.4537 -0.0195 -1.2023
H 1.3956 1.3664 -0.8425
H 2.5668 0.8120 0.3736
*
```

Results
* HOMO level: -7.75 eV
* gap between HOMO and LUMO: 0.3017 Eh
* relative energy (zero: lowest compared OMol25 entry of this formula, charge and spin): 162.1 kcal/mol
* lowest unoccupied orbital energy: 0.458 eV

=====

No. 3
# C9H18Cl3I2IrO3P2

A structure of composition C9H18Cl3I2IrO3P2 (ωB97M-V/def2-TZVPD, the Open Molecules 2025 dataset).

The geometry in ORCA input format:
```
! wB97M-V def2-TZVPD RIJCOSX def2/J DEFGRID3
* xyz 3 6
I -2.6636 0.0613 -1.8045
I -0.3519 0.0981 -3.4124
Ir -0.3985 -0.0040 0.0256
P -0.5492 -2.2220 -0.6758
C -1.0387 -3.1509 0.8152
C -1.4916 -3.0359 -2.0274
H -1.2446 -4.1085 -2.0318
H 1.0976 -3.8771 -1.2891
H -1.2147 -2.6060 -2.9972
H 1.5737 -2.2299 -1.8147
H -1.9735 -2.7311 1.2022
H -2.5694 -2.9115 -1.8708
C 1.1481 -2.8204 -0.9974
H -1.1885 -4.2048 0.5491
H 1.7385 -2.6972 -0.0804
H -0.2389 -3.0468 1.5596
P -0.4388 2.2640 -0.5387
C -0.8202 3.1562 1.0048
C 1.2697 2.7726 -0.9047
H -1.1932 2.7743 -2.8105
H -1.1511 4.2288 -1.7869
H -2.4865 3.0515 -1.6217
C -1.4159 3.1634 -1.8135
H 1.5740 2.3317 -1.8637
H 1.3255 3.8707 -0.9666
H -0.7513 4.2392 0.8388
H -0.1080 2.8562 1.7842
H 1.9360 2.4064 -0.1092
H -1.8374 2.9006 1.3235
C -1.2668 -0.0143 1.6638
O -1.7891 -0.0106 2.7054
Cl 4.2876 -0.3257 3.1222
C 2.6112 0.2317 3.0161
Cl 1.6934 -0.1717 4.4794
Cl 2.5598 2.0047 2.7743
C 1.9397 -0.5812 1.8115
O 1.8506 -1.7959 1.9569
O 1.5759 0.1341 0.7844
*
```

Results
* HOMO level (spin up / spin down): -18.47 / -20.03 eV
* gap between HOMO and LUMO (spin up / spin down): 0.2337 / 0.1935 Eh
* relative energy (zero: lowest compared OMol25 entry of this formula, charge and spin): 10.8 kcal/mol
* lowest unoccupied orbital energy (spin up / spin down): -12.109 / -14.764 eV